(1)
ORCA calculation (ωB97M-V/def2-TZVPD) on a structure of composition C38H36AlCl3GeN2OP2S at a distorted geometry.

Cartesian coordinates (Å):
Al  -0.73833  -0.43748  -1.23876
O  -0.80118  1.36233  -1.19357
S  0.05695  1.68516  0.09175
C  -1.03871  2.61210  1.13004
C  -1.21258  3.98667  1.20251
C  -2.00187  4.50889  2.21500
C  -2.56731  3.67530  3.16793
C  -2.42970  2.29723  3.07373
C  -1.68950  1.74179  2.03670
P  -1.56520  -0.09655  1.86856
C  -3.27700  -0.70920  1.88006
C  -4.40062  0.11105  1.75388
C  -5.66746  -0.45110  1.81381
C  -5.82539  -1.82258  1.96786
C  -4.70946  -2.64991  2.02744
C  -3.44110  -2.10029  1.96481
C  -0.78987  -0.51082  3.45820
C  -1.39040  -1.34793  4.39967
C  -0.77566  -1.55164  5.62341
C  0.44589  -0.95242  5.90555
C  1.04651  -0.11556  4.96903
C  0.43601  0.10391  3.74978
C  1.48154  2.56627  -0.46603
C  1.86691  3.84235  -0.08425
C  3.16428  4.25596  -0.34999
C  4.06316  3.39538  -0.96309
C  3.66478  2.12351  -1.35805
C  2.37010  1.68957  -1.10635
P  1.86057  -0.01170  -1.60895
C  2.30162  -0.09823  -3.36691
C  2.34463  -1.36620  -3.96033
C  2.65611  -1.49439  -5.30302
C  2.90096  -0.36109  -6.07085
C  2.83481  0.89894  -5.49195
C  2.52408  1.03837  -4.14723
C  2.99530  -1.06928  -0.68332
C  4.20244  -1.53392  -1.19696
C  5.02353  -2.31625  -0.39856
C  4.65093  -2.62542  0.90269
C  3.45002  -2.15345  1.41881
C  2.61898  -1.38612  0.62251
H  -0.77387  4.65306  0.47438
H  -2.14956  5.57862  2.27339
H  -3.13397  4.09655  3.98778
H  -2.86577  1.65200  3.82580
H  -4.30245  1.17813  1.61830
H  -6.53561  0.19150  1.75249
H  -6.81730  -2.25153  2.01526
H  -4.82453  -3.72195  2.11778
H  -2.56872  -2.74202  2.00560
H  -2.34031  -1.82021  4.19469
H  -1.25633  -2.17649  6.36416
H  0.92949  -1.13396  6.85601
H  1.98636  0.36955  5.19704
H  0.90056  0.77256  3.03382
H  1.19121  4.50786  0.42881
H  3.47595  5.24811  -0.05364
H  5.08659  3.70852  -1.12106
H  4.36977  1.45592  -1.83738
H  2.16047  -2.24683  -3.36056
H  2.71354  -2.47630  -5.75369
H  3.13552  -0.45972  -7.12213
H  3.02295  1.78000  -6.09068
H  2.47197  2.02816  -3.71356
H  4.50171  -1.29480  -2.20965
H  5.95936  -2.68732  -0.79450
H  5.29493  -3.24351  1.51362
H  3.16173  -2.39095  2.43475
H  1.66884  -1.02724  1.01143
N  -0.85598  -0.59390  -3.29358
C  -2.21877  -0.15680  -3.70595
C  -3.18796  -0.96941  -2.87204
N  -2.76294  -0.79094  -1.45257
H  -0.16398  -0.04822  -3.80678
H  -0.71933  -1.55648  -3.60906
H  -2.38818  -0.28592  -4.77320
H  -2.31581  0.90091  -3.45451
H  -3.11966  -2.02425  -3.12894
H  -4.21361  -0.64238  -3.03180
H  -3.07131  -1.59741  -0.91013
H  -3.27708  0.00389  -1.07405
Cl  -0.13942  -3.60451  1.44164
Ge  -0.19278  -2.99609  -0.61389
Cl  -1.94789  -3.94408  -1.49279
Cl  1.47335  -3.97537  -1.52619

Force components x, y, z for each atom (eV/Å):
Al 0.37 -1.58 -1.88
O -0.34 0.06 0.46
S -0.23 1.03 -0.06
C 0.10 -0.54 0.45
C 0.01 0.00 -0.30
C 0.00 0.06 0.05
C -0.10 0.01 0.01
C 0.10 -0.20 -0.01
C 0.43 0.22 -0.52
P -0.85 0.46 1.74
C 0.66 -0.12 -0.37
C -0.18 0.11 -0.14
C 0.08 0.24 0.02
C 0.02 -0.11 -0.07
C 0.08 -0.06 -0.02
C 0.09 -0.15 0.06
C -0.11 0.03 -0.83
C -0.08 -0.40 0.20
C -0.24 -0.07 -0.09
C 0.03 -0.01 0.00
C 0.06 0.18 -0.21
C 0.33 0.07 0.07
C 0.12 -0.27 0.23
C -0.11 0.13 0.13
C -0.01 0.00 -0.03
C 0.04 -0.02 0.00
C -0.11 0.06 0.11
C -0.02 -0.18 -0.25
P 0.45 0.04 0.32
C -0.16 0.00 0.01
C 0.04 0.09 0.09
C -0.04 0.01 -0.08
C -0.02 0.04 0.03
C -0.07 0.00 -0.12
C -0.01 -0.04 0.11
C -0.13 0.08 -0.08
C -0.02 0.05 0.03
C 0.04 -0.03 -0.03
C -0.05 0.00 0.01
C 0.02 -0.04 0.05
C 0.00 0.10 -0.08
H 0.00 -0.04 0.00
H 0.00 0.01 0.01
H 0.01 0.01 0.00
H -0.11 0.02 -0.02
H 0.00 0.07 0.06
H 0.00 -0.01 -0.01
H -0.01 0.01 0.02
H -0.01 0.01 0.01
H -0.06 -0.06 -0.01
H 0.00 0.01 0.04
H 0.00 0.00 -0.01
H -0.01 0.01 0.01
H -0.01 -0.01 -0.01
H 0.04 -0.03 -0.02
H 0.09 -0.02 0.05
H 0.00 0.00 -0.01
H -0.01 0.03 -0.05
H 0.02 0.02 -0.02
H 0.05 -0.09 0.00
H -0.01 -0.01 0.02
H 0.04 -0.01 0.01
H 0.00 0.00 0.00
H 0.02 0.00 -0.02
H 0.00 -0.02 -0.01
H 0.00 0.00 0.00
H 0.01 0.02 0.01
H -0.01 -0.04 -0.02
H 0.00 -0.01 0.07
N -0.08 0.00 -0.04
C -0.15 -0.05 0.20
C 0.21 0.17 -0.35
N -0.21 0.24 0.49
H 0.16 -0.03 0.14
H 0.08 0.02 -0.01
H 0.03 -0.03 0.00
H 0.05 0.03 -0.14
H 0.00 -0.05 0.09
H -0.01 -0.01 0.11
H 0.02 -0.07 0.04
H -0.02 0.00 0.08
Cl -0.01 -0.02 0.18
Ge -0.17 0.67 0.03
Cl -0.02 -0.04 0.07
Cl -0.13 0.02 -0.01

Properties
HOMO level (alpha / beta) (eV): -16.01 / -15.95
Gap between HOMO and LUMO (alpha / beta) (eV): 7.40 / 3.98
Multiplicity: 2
Energy above the lowest of the compared OMol25 structures with the same formula, charge and spin (kJ/mol): 31.0
Total charge: +3

(2)
ORCA calculation (ωB97M-V/def2-TZVPD) on a structure of composition BrCa2Zn at a distorted geometry.

Cartesian coordinates (Å):
Ca  1.57471  -1.56110  -2.03550
Ca  -2.20854  0.41838  -0.10546
Zn  0.20547  1.88582  1.55691
Br  0.42835  -0.74312  0.58405

Force components x, y, z for each atom (eV/Å):
Ca 1.71 -1.22 -1.71
Ca -3.08 -0.84 -0.77
Zn 2.22 -0.06 1.22
Br -0.85 2.12 1.26

Properties
HOMO level (eV): -33.41
Gap between HOMO and LUMO (eV): 7.78
Energy above the lowest of the compared OMol25 structures with the same formula, charge and spin (kJ/mol): 300.3
Total charge: +5

(3)
ORCA calculation (ωB97M-V/def2-TZVPD) on a structure of composition C12H8N2O4SeTb at a distorted geometry.

Cartesian coordinates (Å):
Tb  -0.39023  -0.00830  0.47996
O  1.36055  -3.14625  1.05513
C  0.79957  -2.14974  0.87527
C  -1.69851  0.01993  -1.57333
O  -2.38266  0.02193  -2.50515
C  1.03617  1.95421  0.69647
O  1.66999  2.90112  0.85558
C  1.12259  -0.00693  -1.35311
O  1.89027  -0.09800  -2.20911
C  -5.03261  0.45312  1.77370
N  -3.90941  0.50686  2.71413
C  -2.68661  1.04085  2.47253
Se  -2.19027  2.05802  0.94196
N  -1.97832  0.92131  3.65037
C  -2.77484  0.33161  4.63767
C  -2.58817  0.19244  5.99981
C  -3.68104  -0.25381  6.75745
C  -4.91935  -0.49961  6.14917
C  -5.09686  -0.32340  4.77465
C  -3.98847  0.06890  4.03541
H  -5.39065  -0.58327  1.71324
H  -4.68313  0.79225  0.79283
H  -5.84999  1.09497  2.12949
H  -1.04882  1.30254  3.79765
H  -1.61985  0.43242  6.42438
H  -3.57363  -0.40014  7.82738
H  -5.75185  -0.82741  6.76555
H  -6.04771  -0.45518  4.27214

Force components x, y, z for each atom (eV/Å):
Tb -1.73 -0.08 2.01
O -2.56 4.62 -0.86
C 3.42 -6.30 1.22
C -3.80 -0.16 -5.66
O 2.93 0.05 4.08
C 3.68 5.16 0.82
O -2.51 -3.71 -0.64
C 4.65 -0.53 -5.33
O -3.24 0.42 3.61
C -0.27 -0.13 -0.19
N 0.01 -0.17 0.24
C -0.12 0.40 0.88
Se -0.59 -0.50 1.28
N 0.04 -0.20 -0.53
C 1.14 0.82 0.08
C 0.08 -0.33 0.55
C 1.35 0.35 -0.39
C -0.80 -0.12 -1.27
C -0.43 -0.46 0.70
C -0.92 0.61 -1.10
H 0.11 0.30 -0.03
H -0.24 -0.08 0.28
H 0.30 -0.11 -0.11
H -0.35 0.13 0.10
H -0.19 -0.07 0.27
H 0.03 0.09 -0.11
H 0.06 0.11 -0.15
H -0.05 -0.12 0.29

Properties
HOMO level (alpha / beta) (eV): -18.29 / -18.73
Gap between HOMO and LUMO (alpha / beta) (eV): 4.15 / 6.57
Multiplicity: 7
Total charge: +3

| no. | energy (hartree) | M (g mol⁻¹) |
| --- | --- | --- |
| 1 | -6434.5215 | 836.685 |
| 2 | -5705.8666 | 225.450 |
| 3 | -4097.2678 | 482.091 |